(1)
Formula: C3H12N4
Source: OMol25
Level of theory: the ωB97M-V functional and the def2-TZVPD basis

XYZ file:
```
19
Properties=species:S:1:pos:R:3:forces:R:3
C -0.664379 1.292842 2.337354 -0.0819 -0.2104 0.2900
N -0.723458 1.784447 0.949525 0.2081 0.4150 0.0987
N -0.967113 1.118148 -0.036976 -0.9618 0.9037 0.4638
H -0.500622 2.806737 0.895706 -0.0596 -0.3868 -0.1576
H -1.278218 -0.832100 -0.066355 0.0341 -0.4018 0.0166
H 0.288498 0.382150 -0.683615 1.2988 -1.4002 -0.3168
H -1.393878 1.830650 2.944704 0.0296 0.0280 -0.0323
H -0.892727 0.228615 2.341815 0.0149 0.0728 -0.1094
H 0.333153 1.459158 2.746503 -0.0274 0.0447 -0.0514
C 1.174059 -0.687851 -2.382578 -0.0279 -0.5310 0.0522
C 1.183634 -0.275873 -0.954177 -0.4251 1.9873 -0.2586
N -1.139838 -1.847091 -0.131100 -0.1116 0.2402 -0.0335
N 2.206925 -0.387366 -0.237703 0.7210 -0.8000 0.2442
H -1.552352 -2.252648 0.699254 -0.0939 -0.1597 -0.0628
H -1.667907 -2.163584 -0.936274 -0.0749 -0.1355 0.1110
H 2.134968 -0.051848 0.718081 -0.3672 0.2916 -0.0440
H 0.401570 -1.441176 -2.512958 -0.1541 -0.1072 -0.1393
H 0.928156 0.154582 -3.022939 -0.0235 0.1437 -0.0513
H 2.129528 -1.117792 -2.668267 0.1025 0.0057 -0.0194
```
Positions in Å, forces in eV/Å.

## Properties
- LUMO level: 0.71 eV
- Multiplicity: 1
- Frontier orbital gap: 0.3466 Eh
- Net charge: 0
- Highest occupied orbital energy: -8.720 eV
- Maximum force: 2.0 eV/Å


(2)
Formula: C4H9N3S
Source: OMol25
Level of theory: the ωB97M-V functional and the def2-TZVPD basis

XYZ file:
```
17
Properties=species:S:1:pos:R:3:forces:R:3
H -1.882166 -3.316697 2.520078 0.2241 0.1181 -0.0583
N -1.215612 -2.632936 2.161283 -0.3129 -0.1213 -0.1179
C -1.656744 -2.132081 1.084740 -0.3888 -0.0841 0.0635
N -0.972065 -1.146581 0.390499 -0.2281 -0.4407 0.2090
C 0.232741 -0.621486 0.803780 0.5068 0.5466 -0.1635
N 0.903192 0.287539 0.220581 -0.0531 -0.4452 0.1497
C 0.394206 0.830364 -1.017394 -0.4030 0.8391 0.3863
C 1.332940 1.919487 -1.542413 0.6688 -0.4733 0.2816
S 1.473443 3.329202 -0.402292 0.0081 -0.1916 0.1683
H -2.624523 -2.405387 0.610950 0.5835 0.1940 0.1884
H -1.406896 -0.803499 -0.436759 -0.0950 0.2254 -0.3954
H 0.607373 -1.042370 1.720440 -0.0120 -0.1665 0.2314
H -0.614614 1.270383 -0.838397 0.4298 -0.0701 -0.2235
H 0.287185 0.059632 -1.770833 0.0070 -0.3819 -0.3671
H 2.359176 1.494300 -1.695123 -0.9644 0.3152 -0.0346
H 0.949587 2.326647 -2.476403 0.1162 -0.0205 -0.0619
H 1.832779 2.583484 0.667265 -0.0870 0.1569 -0.2559
```
Positions in Å, forces in eV/Å.

## Properties
- LUMO level: 0.61 eV
- Multiplicity: 1
- Frontier orbital gap: 0.3462 Eh
- Net charge: 0
- SMILES: [H]/N=C/N/C=N\CCS
- Highest occupied orbital energy: -8.813 eV
- Maximum force: 1.0 eV/Å


(3)
Formula: CH3Cl3Si
Source: OMol25
Level of theory: the ωB97M-V functional and the def2-TZVPD basis

XYZ file:
```
8
Properties=species:S:1:pos:R:3:forces:R:3
C 1.430218 0.116346 -0.523246 -0.0309 0.3610 0.0681
Si -2.152510 0.556354 0.847203 0.3899 0.4996 -0.3701
Cl 1.634131 -1.299281 0.508238 -0.0551 -0.1363 -0.0068
Cl 1.887133 1.606647 0.339168 -0.0683 -0.1544 -0.1743
Cl -3.852678 0.006129 -0.193261 -0.1929 -0.1221 -0.0190
H 2.078165 0.018779 -1.391472 -0.1596 -0.0125 0.1157
H -2.280078 -0.428051 1.946751 -0.2040 -0.4200 0.4175
H 0.374142 0.202253 -0.788629 0.3208 -0.0153 -0.0310
```
Positions in Å, forces in eV/Å.

## Properties
- LUMO level: -1.10 eV
- Multiplicity: 1
- Frontier orbital gap: 0.2942 Eh
- Net charge: 0
- Highest occupied orbital energy: -9.105 eV
- Maximum force: 0.7 eV/Å


(4)
Formula: C6H14N2
Source: OMol25
Level of theory: the ωB97M-V functional and the def2-TZVPD basis

XYZ file:
```
22
Properties=species:S:1:pos:R:3:forces:R:3
H -2.272706 -0.442781 1.110633 0.1110 0.0373 0.3851
N -1.549570 -1.053556 0.734236 0.8041 0.7945 -0.4767
C -0.533051 -0.400801 0.321706 -1.4975 0.3633 -0.1317
C 0.502947 -0.906818 -0.618366 1.7093 2.5188 0.5887
C 0.007118 -1.900324 -1.651514 0.1142 0.2763 -0.3798
C 1.767030 -1.366034 0.105567 0.4930 -0.4385 0.3179
N -0.356275 1.067951 0.248557 -2.0187 1.0043 1.2696
C 0.603687 1.772552 1.108044 0.0036 -0.1702 -0.0249
C -1.608922 1.817616 0.092287 0.1604 -0.3268 0.5517
H 0.662602 0.399616 -0.794465 0.5047 -4.1429 -1.8786
H -1.002982 -1.653410 -1.988428 0.1287 -0.0387 -0.0061
H 0.673790 -1.897008 -2.520154 -0.0754 0.0044 0.0630
H -0.003594 -2.928434 -1.267218 -0.0569 0.2538 0.1460
H 1.877028 -0.924454 1.101456 -0.0683 0.1176 -0.1617
H 2.672101 -1.103925 -0.449307 -0.1068 -0.1092 -0.0658
H 1.794771 -2.448509 0.286658 -0.1391 0.0571 -0.1526
H 1.197955 2.440057 0.478556 0.0845 0.0189 0.1194
H 0.114240 2.387999 1.869464 -0.1347 -0.1210 0.0255
H 1.276716 1.093471 1.630642 -0.0578 -0.0430 -0.1630
H -1.420833 2.881467 -0.069736 0.2065 -0.1808 -0.1150
H -2.197378 1.419344 -0.736506 0.1256 0.0229 0.0129
H -2.204672 1.745980 1.007889 -0.2905 0.1019 0.0761
```
Positions in Å, forces in eV/Å.

## Properties
- LUMO level: 0.83 eV
- Multiplicity: 1
- Frontier orbital gap: 0.3281 Eh
- Net charge: 0
- SMILES: [H]/N=C(/C(C)C)N(C)C
- Highest occupied orbital energy: -8.101 eV
- Maximum force: 4.6 eV/Å


(5)
Formula: Cl2H2OP2
Source: OMol25
Level of theory: the ωB97M-V functional and the def2-TZVPD basis

XYZ file:
```
7
Properties=species:S:1:pos:R:3:forces:R:3
O -1.348032 0.996951 0.839869 -0.5274 0.2009 -0.2277
P 0.881999 0.707161 -1.288183 -0.7753 0.4286 -0.1886
P -0.992387 0.743824 -0.562269 0.5813 -0.6647 0.3825
Cl -2.434120 -0.187033 -1.600106 -0.0187 0.1717 -0.1108
Cl 1.927052 -1.665646 0.798784 -1.5737 -0.6326 2.0217
H 1.004915 -1.890074 1.807545 1.6807 0.4497 -1.8453
H 0.960573 1.294817 0.004361 0.6331 0.0465 -0.0318
```
Positions in Å, forces in eV/Å.

## Properties
- LUMO level: -0.89 eV
- Multiplicity: 1
- Frontier orbital gap: 0.3039 Eh
- Net charge: 0
- Highest occupied orbital energy: -9.158 eV
- Maximum force: 2.6 eV/Å


(6)
Formula: C2H3ClO2S
Source: OMol25
Level of theory: the ωB97M-V functional and the def2-TZVPD basis

XYZ file:
```
9
Properties=species:S:1:pos:R:3:forces:R:3
C 0.575159 0.961604 0.082764 -0.5505 1.0963 0.3542
C 0.840682 -0.307863 0.381380 2.3399 1.7948 -1.2237
O -2.205909 -0.591286 0.850685 0.8020 -0.3424 -1.0727
O -1.432458 -0.328488 -1.499635 -0.3048 -0.3185 0.3317
S -1.333932 -1.015621 -0.236788 -2.0971 -0.0193 0.2368
Cl 1.758250 -1.127390 -0.831550 -0.1589 -1.0634 -0.5086
H 0.414505 1.726649 0.811726 -0.5069 -0.1133 0.9742
H 0.374338 1.402841 -0.893812 0.6923 -0.8198 -0.1878
H 1.009367 -0.720444 1.335230 -0.2161 -0.2144 1.0958
```
Positions in Å, forces in eV/Å.

## Properties
- LUMO level: -1.27 eV
- Multiplicity: 1
- Frontier orbital gap: 0.3212 Eh
- Net charge: 0
- Highest occupied orbital energy: -10.012 eV
- Maximum force: 3.2 eV/Å


(7)
Formula: CHO3Pt
Source: OMol25
Level of theory: the ωB97M-V functional and the def2-TZVPD basis

XYZ file:
```
6
Properties=species:S:1:pos:R:3:forces:R:3
O -0.565513 0.998459 -0.823842 -0.8244 0.3662 -0.1425
C 0.052843 0.324699 0.115630 -3.6480 0.2283 -6.6527
O 1.155124 -0.208042 -0.249043 1.5957 3.1740 -2.4573
O -0.607070 -0.299185 1.002652 -4.3978 3.6394 0.3261
H -1.013430 0.298878 -1.390543 0.3182 1.3554 0.5311
Pt 0.978045 -1.114808 1.345147 6.9562 -8.7634 8.3952
```
Positions in Å, forces in eV/Å.

## Properties
- LUMO level (alpha / beta): -6.86 / -8.84 eV
- Multiplicity: 3
- Frontier orbital gap (alpha / beta): 0.3027 / 0.3033 Eh
- Expectation value of S²: 2.01
- Net charge: +1
- Highest occupied orbital energy (alpha / beta): -15.100 / -17.091 eV
- Maximum force: 14.0 eV/Å


(8)
Formula: C8H17N2
Source: OMol25
Level of theory: the ωB97M-V functional and the def2-TZVPD basis

XYZ file:
```
27
Properties=species:S:1:pos:R:3:forces:R:3
C 1.625094 1.466924 0.248808 -1.8629 0.2121 -1.0288
C -1.783083 0.475827 -1.565929 0.2737 -2.4816 -2.7929
C -1.960571 0.459742 -0.248438 -0.2747 1.1528 3.1862
C 1.546049 -0.897908 -0.266855 1.1068 -2.0655 1.3407
C -2.196626 -0.801840 0.420563 -1.0029 1.5433 2.1066
C -2.048232 1.711228 0.592377 -0.8575 0.0578 -2.6419
C 2.789273 -1.184577 0.503138 -1.8898 1.4741 0.0788
C 0.756421 -2.015158 -0.776516 -2.2810 3.2028 -0.2884
N 2.351713 1.497129 1.234352 2.1839 -0.3809 3.6258
N 1.233772 0.369172 -0.494048 -3.2295 3.7064 -1.1593
H 1.110706 2.358252 0.054266 -1.2026 1.1848 -1.3743
H -1.743650 -0.469198 -2.129776 0.0515 0.4168 0.3678
H -1.836343 1.307332 -2.155252 0.1061 2.4226 -1.3060
H -3.311954 -0.929007 0.336937 0.7153 -0.2736 0.2715
H -1.956485 -0.487438 1.479677 -0.3637 -1.6662 -0.6904
H -1.676075 -1.631007 0.002786 0.2095 -0.6332 -0.0863
H -3.084861 1.710115 1.012235 0.1346 0.6026 -0.8782
H -1.701924 2.611312 -0.024971 -0.9016 -1.0209 1.3903
H -1.581144 1.568863 1.517738 1.6148 -0.0143 1.2169
H 2.774546 -2.161937 0.902127 0.4246 -0.9282 0.3594
H 2.871711 -0.359070 1.201519 0.1428 -0.5247 0.9001
H 3.537354 -0.927747 -0.159578 2.4890 -0.3477 -1.4024
H 0.163876 -2.387532 0.046654 -0.6396 -0.5504 0.0269
H 1.417319 -2.740644 -1.053107 1.3686 -2.2343 -1.3249
H 0.115879 -1.554108 -1.610877 0.6439 -1.3578 0.8148
H 2.361628 2.364730 1.786237 0.3824 -0.3297 -0.8856
H 0.225618 0.646556 -0.854074 2.6583 -1.1672 0.1733
```
Positions in Å, forces in eV/Å.

## Properties
- LUMO level (alpha / beta): -4.08 / -8.96 eV
- Multiplicity: 3
- Frontier orbital gap (alpha / beta): 0.1888 / 0.1343 Eh
- Expectation value of S²: 2.02
- Net charge: +1
- Highest occupied orbital energy (alpha / beta): -9.220 / -12.617 eV
- Maximum force: 5.1 eV/Å


We obtain E values of -340.3958; -720.2506; -1709.9445; -346.4199; -1679.5234; -1086.7896; -383.2137; -424.0303 a.u. for the records listed above, in that order.
We obtain energy above the lowest of the compared OMol25 structures with the same formula, charge and spin values of 84.4; 14.3; 127.6; 67.3; 46.6; 38.3; 0.0; 62.8 kcal/mol for the records listed above, in that order.